DFT (the ωB97M-V functional and the def2-TZVPD basis) results for a cluster of 2 separate species, C3H4IN in total at a distorted geometry.

## Properties
Total charge: 0
Max |F|, hartree/bohr: 0.0879
SMILES: C=NI.C#C
Energy relative to the best compared isomer or geometry (same formula, charge and spin), kJ/mol: 305.7
Total energy, hartree: -469.00782
2S+1: 1
HOMO-LUMO gap, eV: 8.968
LUMO level, eV: -0.438

Each line ends with the natural charge from an NBO analysis.
Positions of all 9 atoms, in Å:
C  -0.45218  -1.41306  0.84447  -0.06
N  -0.97678  -1.27430  -0.25981  -0.49
I  -2.94344  -0.46393  -0.45024  0.20
H  0.35455  -2.04878  0.84156  0.19
H  -0.69404  -0.90434  1.88154  0.16
C  1.74118  1.37248  -0.89721  -0.23
C  0.74092  1.68590  -0.31029  -0.24
H  2.49724  1.16072  -1.61118  0.24
H  -0.26745  1.88531  -0.03884  0.24

***

DFT (the ωB97M-V functional and the def2-TZVPD basis) results for a cluster of 6 separate species, C22H49ClFN2O15P in total at a distorted geometry.

## Properties
Total charge: 0
Max |F|, hartree/bohr: 0.0986
SMILES: C[C@H](F)[PH](N)(N)Cl.CCOC(=O)OC.CCOC(=O)OC.CCOC(=O)OC.CCOC(=O)OC.CCOC(=O)OC
Total energy, hartree: -3007.17399
2S+1: 1
HOMO-LUMO gap, eV: 10.160
LUMO level, eV: 0.391

Each line ends with the Mulliken charge.
Positions of all 91 atoms, in Å:
C  -1.45525  0.66958  -1.05419  -0.39
C  -2.30850  0.38902  -2.38420  -0.30
F  -2.03286  1.40151  -3.38520  -0.38
P  -4.18576  0.29810  -2.09894  0.53
N  -4.15590  1.75734  -1.12378  -0.55
N  -4.08845  -1.35317  -1.49078  -0.08
Cl  -6.31873  0.21027  -1.66705  -0.42
H  -2.08028  0.57311  -0.10972  0.41
H  -1.02455  1.71289  -1.13962  0.44
H  -0.63232  -0.07650  -0.94279  0.23
H  -1.88598  -0.57872  -2.81115  0.44
H  -4.47502  0.48819  -3.49706  0.06
H  -5.11621  2.13006  -1.20430  0.31
H  -3.59086  2.47674  -1.61160  0.27
H  -3.39159  -1.91482  -1.98639  0.30
H  -3.98183  -1.40232  -0.46786  -0.15
C  6.08751  1.63094  -1.89641  -0.95
C  5.24360  2.79988  -1.42926  -0.19
O  3.85366  2.57490  -1.69940  -0.38
C  3.22595  1.75178  -0.84884  0.79
O  3.72024  1.20798  0.10661  -0.57
O  1.95540  1.61882  -1.25882  -0.33
C  1.18481  0.68742  -0.48914  -0.94
H  5.88805  1.40780  -2.94703  0.30
H  7.15069  1.84900  -1.77513  0.24
H  5.85718  0.72586  -1.33026  0.31
H  5.52667  3.69644  -1.98352  0.30
H  5.40111  3.01304  -0.36949  0.30
H  1.23269  0.91806  0.57807  0.40
H  1.53657  -0.33182  -0.67850  0.50
H  0.10435  0.76371  -0.82324  -0.49
C  -1.72233  -5.68535  3.67835  -1.13
C  -0.85767  -4.51628  3.25019  -0.17
O  -1.55278  -3.67218  2.32242  -0.35
C  -2.45212  -2.84001  2.86196  0.56
O  -2.71114  -2.73712  4.03298  -0.55
O  -3.03446  -2.15490  1.86604  -0.18
C  -4.08730  -1.28944  2.29477  -0.72
H  -2.09611  -6.22671  2.80625  0.29
H  -1.15592  -6.37382  4.30812  0.37
H  -2.59479  -5.34629  4.24054  0.31
H  0.02556  -4.88930  2.72888  0.30
H  -0.50584  -3.93894  4.10804  0.31
H  -3.75487  -0.62108  3.08950  0.38
H  -4.94397  -1.88060  2.62330  0.34
H  -4.39201  -0.68386  1.44064  0.21
C  -4.21892  5.77997  2.51163  -1.11
C  -3.61399  4.68904  3.37287  -0.18
O  -2.76473  3.83183  2.59940  -0.31
C  -1.54846  4.32096  2.32334  0.62
O  -1.11794  5.39062  2.67228  -0.57
O  -0.90078  3.42202  1.56929  -0.16
C  0.38478  3.85672  1.12228  -0.48
H  -4.72381  5.34901  1.64395  0.27
H  -4.93720  6.36984  3.08406  0.37
H  -3.44939  6.45406  2.12995  0.31
H  -4.41007  4.05858  3.77284  0.30
H  -3.07101  5.10261  4.22565  0.32
H  1.00422  4.19037  1.95544  0.40
H  0.27208  4.65344  0.38465  0.36
H  0.87614  3.00961  0.64511  -0.13
C  -6.27711  -3.78258  -0.19154  -0.87
C  -6.49501  -3.99754  -1.67675  -0.10
O  -6.60572  -5.39545  -1.98053  -0.37
C  -7.78892  -5.95536  -1.69993  0.75
O  -8.74789  -5.39307  -1.23444  -0.55
O  -7.71500  -7.25896  -2.00449  -0.35
C  -8.88756  -7.99895  -1.66621  -0.63
H  -5.42366  -4.36757  0.16132  0.29
H  -6.09818  -2.72780  0.02449  0.14
H  -7.14483  -4.10734  0.38675  0.42
H  -5.63006  -3.62458  -2.22682  0.15
H  -7.36764  -3.45122  -2.04093  0.31
H  -9.78119  -7.54276  -2.09350  0.29
H  -8.97768  -8.07725  -0.58121  0.29
H  -8.77890  -9.00094  -2.07954  0.22
C  13.15737  3.50702  -2.24121  -1.10
C  11.89715  4.00676  -1.56306  -0.18
O  10.85333  3.02640  -1.62582  -0.34
C  10.95435  2.01915  -0.74852  0.74
O  11.82336  1.87950  0.07428  -0.55
O  9.93284  1.17833  -0.96186  -0.27
C  9.97099  0.00392  -0.15057  -0.69
H  12.94103  3.17870  -3.26037  0.29
H  13.91517  4.29204  -2.27402  0.36
H  13.57649  2.64861  -1.71242  0.31
H  11.52688  4.88856  -2.08887  0.28
H  12.08595  4.30360  -0.52895  0.31
H  10.06235  0.25526  0.90658  0.33
H  10.79504  -0.63876  -0.46550  0.30
H  9.03481  -0.53289  -0.29912  0.21